C36H70GeN5O3S4SbSi4Te2Y | ωB97M-V with the def2-TZVPD basis set

```
127
Properties=species:S:1:pos:R:3
Y -1.280 -0.278 0.451
C -2.013 5.228 -1.587
C -1.364 3.932 -2.076
C -2.277 3.240 -3.086
C -0.028 4.253 -2.747
O -1.089 3.026 -1.025
Ge -1.304 3.240 0.812
O -2.486 1.709 1.030
C -3.886 1.937 1.330
C -4.667 2.212 0.048
C -4.442 0.689 1.996
C -4.064 3.131 2.272
O 0.032 1.960 1.091
C 1.234 2.324 1.793
C 2.268 2.719 0.732
C 1.038 3.497 2.753
C 1.774 1.146 2.589
H -2.224 5.877 -2.444
H -2.958 5.027 -1.078
H -1.366 5.769 -0.894
H -2.483 3.901 -3.933
H -1.819 2.320 -3.458
H -3.221 2.958 -2.618
H -0.156 4.926 -3.601
H 0.658 4.717 -2.033
H 0.418 3.325 -3.111
H -4.659 1.347 -0.610
H -5.706 2.454 0.291
H -4.231 3.054 -0.492
H -4.172 -0.200 1.420
H -4.079 0.556 3.015
H -5.533 0.749 2.022
H -5.118 3.185 2.558
H -3.469 3.017 3.181
H -3.787 4.077 1.807
H 1.855 3.486 0.071
H 3.186 3.104 1.188
H 2.524 1.846 0.128
H 0.777 4.425 2.244
H 0.255 3.279 3.483
H 1.976 3.652 3.293
H 1.838 0.262 1.955
H 2.779 1.393 2.943
H 1.151 0.910 3.450
N 1.947 -3.382 2.026
C 1.522 -2.639 1.009
N 0.651 -1.756 1.441
C 0.553 -2.025 2.789
N 1.347 -3.009 3.189
C -0.340 -1.238 3.590
C -0.413 -1.387 4.967
N -1.049 -0.553 5.780
C -1.580 0.528 5.109
C -1.566 0.669 3.754
N -1.009 -0.235 2.897
H 2.599 -4.141 2.009
H 1.858 -2.757 -0.007
H 0.098 -2.235 5.415
H -2.045 1.299 5.714
H -2.001 1.544 3.294
S -2.815 -3.587 -3.586
Sb -1.934 -1.552 -3.239
S -2.871 -0.051 -1.712
S 0.011 -1.905 -1.645
S -1.123 -0.400 -5.028
C -5.358 -4.539 6.563
C -4.806 -4.144 5.219
C -3.538 -4.537 4.818
C -3.008 -4.169 3.585
C -1.653 -4.692 3.212
C -3.746 -3.353 2.712
Te -2.970 -2.831 0.769
C -5.056 -3.008 3.080
C -6.026 -2.273 2.189
C -5.551 -3.395 4.325
H -4.610 -5.078 7.146
H -6.235 -5.186 6.467
H -5.663 -3.664 7.142
H -2.934 -5.149 5.483
H -1.225 -5.282 4.026
H -0.975 -3.877 2.977
H -1.712 -5.308 2.311
H -5.581 -1.986 1.240
H -6.403 -1.378 2.690
H -6.884 -2.916 1.975
H -6.563 -3.096 4.591
C 2.000 1.484 -5.831
Si 3.285 1.486 -4.463
C 3.239 3.133 -3.532
C 5.007 1.326 -5.232
Si 2.942 -0.258 -2.927
Te 0.775 0.376 -1.729
Si 2.950 -2.428 -3.852
C 4.413 -2.395 -5.055
C 3.360 -3.689 -2.507
C 1.462 -3.034 -4.798
Si 4.800 -0.121 -1.463
C 4.449 -0.902 0.209
C 5.341 1.666 -1.179
C 6.323 -0.982 -2.187
H 1.817 2.507 -6.172
H 1.050 1.061 -5.496
H 2.348 0.895 -6.684
H 2.769 3.897 -4.157
H 4.253 3.459 -3.291
H 2.675 3.098 -2.596
H 5.128 2.109 -5.989
H 5.154 0.362 -5.720
H 5.796 1.458 -4.487
H 5.334 -1.987 -4.634
H 4.157 -1.820 -5.949
H 4.610 -3.425 -5.371
H 4.254 -3.433 -1.933
H 3.524 -4.665 -2.975
H 2.513 -3.790 -1.825
H 1.042 -2.287 -5.472
H 0.647 -3.354 -4.148
H 1.797 -3.902 -5.379
H 3.546 -0.503 0.675
H 5.293 -0.702 0.878
H 4.336 -1.986 0.129
H 4.518 2.353 -0.990
H 5.901 2.040 -2.040
H 6.006 1.691 -0.309
H 6.216 -2.068 -2.232
H 7.175 -0.752 -1.537
H 6.565 -0.625 -3.190
```

Its relative energy (zero: lowest compared OMol25 entry of this formula, charge and spin) is 48.3 kcal per mole. The expectation value of S² is 0.77. As for the charge: -2. The value obtained for the LUMO energy (spin up / spin down) is 3.4850 / 3.4848 eV. The HOMO energy (spin up / spin down) is -0.813 / -1.967 eV. As for the multiplicity: 2.